# 1
Below is a structure of composition C39H53BBr2F18IN2O14 in a non-equilibrium geometry, with properties calculated with ωB97M-V/def2-TZVPD.

As for the spin multiplicity: 1. As for the charge: +1.

CARTESIAN COORDINATES (ANGSTROEM)
1 C 2.121 -5.312 2.904
2 C 3.530 -5.152 3.539
3 Br 4.430 -6.822 4.018
4 C 4.110 -3.949 3.761
5 Br 5.869 -3.989 4.642
6 C 3.441 -2.617 3.377
7 N 2.102 -2.392 3.590
8 C 1.431 -1.252 3.276
9 C -0.094 -1.103 3.504
10 C -0.718 -2.075 4.557
11 C -1.119 -3.489 3.993
12 C -1.951 -3.460 2.654
13 C -1.296 -4.390 1.540
14 N -1.508 -3.885 0.158
15 C 2.139 -0.112 2.699
16 C 1.431 1.229 2.362
17 B 0.696 1.272 0.915
18 O -0.731 1.357 0.891
19 O 1.329 1.238 -0.316
20 C 3.601 -0.237 2.421
21 I 4.799 1.342 1.564
22 C 4.209 -1.543 2.765
23 C 5.729 -1.684 2.424
24 H 1.381 -5.064 3.712
25 H 1.960 -4.700 1.990
26 H 1.954 -6.399 2.698
27 H 1.564 -3.145 4.018
28 H -0.579 -1.164 2.495
29 H -0.296 -0.062 3.865
30 H -1.657 -1.605 4.944
31 H -0.066 -2.205 5.462
32 H -0.231 -4.147 3.852
33 H -1.753 -3.976 4.780
34 H -2.182 -2.444 2.262
35 H -2.935 -3.948 2.883
36 H -0.204 -4.485 1.767
37 H -1.715 -5.429 1.580
38 H -1.906 -2.951 0.214
39 H -0.604 -3.845 -0.305
40 H 0.625 1.418 3.122
41 H 2.112 2.119 2.447
42 H -0.972 2.049 1.538
43 H 0.624 1.188 -0.988
44 H 6.274 -1.196 3.271
45 H 5.978 -1.199 1.449
46 H 6.036 -2.749 2.309
47 C 0.320 -1.038 -3.277
48 C 1.779 -1.400 -3.089
49 O 1.935 -2.818 -2.913
50 C 1.950 -3.550 -4.030
51 O 1.841 -3.112 -5.128
52 C 2.171 -5.024 -3.691
53 F 1.412 -5.427 -2.657
54 F 3.448 -5.263 -3.351
55 F 1.885 -5.827 -4.714
56 H -0.280 -1.424 -2.450
57 H 0.194 0.045 -3.329
58 H -0.079 -1.475 -4.192
59 H 2.161 -0.931 -2.182
60 H 2.392 -1.043 -3.918
61 C 2.421 4.192 -0.188
62 C 1.326 5.202 -0.347
63 O 1.808 6.539 -0.141
64 C 2.410 7.109 -1.186
65 O 2.569 6.588 -2.243
66 C 2.824 8.539 -0.842
67 F 3.402 8.624 0.367
68 F 1.766 9.365 -0.824
69 F 3.693 9.040 -1.721
70 H 2.907 4.314 0.785
71 H 2.025 3.186 -0.263
72 H 3.196 4.314 -0.947
73 H 0.563 5.026 0.411
74 H 0.847 5.106 -1.321
75 C -4.497 2.224 -5.763
76 C -3.133 2.779 -6.133
77 O -2.598 3.571 -5.054
78 C -2.007 2.897 -4.077
79 O -1.893 1.711 -4.028
80 C -1.445 3.855 -3.029
81 F -2.303 4.825 -2.700
82 F -0.327 4.467 -3.465
83 F -1.117 3.227 -1.877
84 H -5.168 3.031 -5.461
85 H -4.941 1.695 -6.599
86 H -4.425 1.536 -4.919
87 H -3.222 3.445 -6.989
88 H -2.437 1.991 -6.412
89 C -6.136 -0.681 -11.654
90 C -4.768 -0.131 -12.000
91 O -4.226 0.622 -10.901
92 C -3.643 -0.088 -9.938
93 O -3.548 -1.273 -9.929
94 C -3.074 0.843 -8.867
95 F -3.939 1.820 -8.525
96 F -1.954 1.451 -9.284
97 F -2.761 0.193 -7.743
98 H -6.801 0.123 -11.332
99 H -6.579 -1.181 -12.516
100 H -6.077 -1.395 -10.832
101 H -4.850 0.560 -12.839
102 H -4.081 -0.923 -12.302
103 C -3.252 8.977 3.217
104 C -1.798 8.579 3.363
105 O -1.670 7.152 3.511
106 C -1.699 6.446 2.386
107 O -1.823 6.903 1.296
108 C -1.503 4.961 2.691
109 F -2.239 4.545 3.729
110 F -0.221 4.676 2.996
111 F -1.831 4.178 1.653
112 H -3.840 8.590 4.051
113 H -3.352 10.062 3.187
114 H -3.682 8.564 2.303
115 H -1.384 9.022 4.269
116 H -1.196 8.936 2.526
117 C 3.168 -7.387 8.841
118 C 1.696 -7.684 8.646
119 O 0.965 -6.477 8.354
120 C 0.999 -6.068 7.093
121 O 1.585 -6.618 6.212
122 C 0.147 -4.814 6.924
123 F 0.354 -3.920 7.898
124 F -1.161 -5.101 6.934
125 F 0.399 -4.182 5.761
126 H 3.306 -6.620 9.606
127 H 3.705 -8.286 9.142
128 H 3.618 -7.006 7.923
129 H 1.276 -8.085 9.568
130 H 1.536 -8.431 7.868

Forces on the atoms, in the same order (eV/Å):
C 0.387 -0.863 1.013
C -0.249 0.062 -0.345
Br -0.942 1.245 -0.455
C -0.238 -0.312 0.186
Br -1.301 0.626 -0.317
C 1.753 1.451 -0.856
N 0.460 0.410 -0.163
C 0.461 2.158 -0.851
C 0.405 -0.134 0.500
C -0.514 -0.244 -0.228
C -0.773 0.361 -0.353
C -0.326 -1.560 0.067
C -0.039 0.240 0.235
N 0.321 -0.004 0.793
C 2.073 -0.186 -0.318
C -0.237 -0.043 0.419
B -1.273 -0.066 -0.495
O 1.839 0.664 0.398
O -0.739 -0.844 1.114
C -2.204 -2.441 1.378
I -1.107 -1.024 0.653
C -0.045 0.725 -0.590
C -0.727 -0.490 0.099
H 0.593 -0.315 -0.901
H 0.254 -0.372 0.665
H 0.123 1.054 -0.087
H 0.060 0.223 -0.036
H 0.296 -0.062 0.879
H 0.401 -0.910 -0.376
H 0.758 -0.258 -0.431
H -0.532 0.507 -1.036
H -0.947 0.633 -0.193
H 0.724 0.373 -0.730
H 0.357 -0.634 0.266
H 0.678 0.766 -0.219
H -0.759 0.121 -0.251
H 0.300 0.880 0.291
H 0.222 -0.132 -0.298
H -0.361 0.181 -0.184
H 0.770 -0.185 -0.657
H -0.232 -1.076 -0.066
H -0.367 -0.641 -0.271
H 0.302 0.198 0.022
H -0.097 -0.469 -0.875
H -0.383 -0.195 0.979
H -0.276 0.946 0.314
C -0.099 -0.238 -0.062
C -0.218 0.696 0.019
O 0.224 -0.469 0.196
C -0.023 0.941 0.484
O -0.006 -0.302 -0.602
C 0.074 -1.453 0.146
F -0.059 0.360 0.012
F 0.001 0.413 -0.016
F -0.045 0.472 -0.086
H 0.054 0.088 0.054
H -0.008 -0.029 -0.044
H 0.053 0.125 -0.028
H 0.075 -0.301 0.064
H -0.055 -0.246 -0.064
C 0.738 0.109 0.113
C -0.465 -0.442 -0.091
O 0.021 0.504 0.124
C -0.584 -0.803 0.427
O 0.320 0.205 -0.553
C 0.526 1.355 0.275
F -0.102 -0.359 -0.028
F -0.183 -0.371 -0.065
F -0.144 -0.447 -0.120
H -0.071 -0.041 0.036
H 0.058 0.111 -0.068
H -0.091 -0.016 -0.056
H 0.018 0.357 0.014
H 0.114 0.252 -0.008
C 0.018 0.060 0.553
C -0.556 -0.218 -0.456
O 0.401 0.290 0.502
C -0.550 0.006 -1.078
O 0.360 -0.452 0.523
C 0.517 1.142 1.186
F -0.161 -0.298 -0.211
F -0.177 -0.429 -0.214
F -0.144 -0.210 -0.603
H 0.040 0.028 -0.120
H -0.012 0.030 0.077
H 0.064 -0.035 -0.079
H 0.131 0.250 0.290
H 0.102 0.079 0.345
C -0.039 -0.021 0.374
C -0.449 -0.318 -0.599
O 0.368 0.342 0.388
C -0.580 0.066 -1.128
O 0.323 -0.425 0.558
C 0.470 0.779 0.848
F -0.024 -0.414 -0.707
F -0.139 -0.181 -0.290
F -0.214 -0.371 -0.344
H 0.018 0.023 -0.149
H 0.055 0.041 -0.001
H 0.052 -0.060 -0.107
H 0.138 0.201 0.238
H 0.059 0.042 0.260
C -0.202 -0.316 -0.120
C -0.202 0.859 0.045
O 0.229 -0.672 0.062
C 0.022 1.224 0.572
O 0.002 -0.470 -0.700
C -0.100 -1.172 0.498
F -0.039 0.300 -0.085
F 0.071 0.287 -0.153
F 0.051 0.325 -0.163
H 0.083 0.112 0.061
H 0.062 -0.036 0.017
H 0.080 0.102 -0.037
H 0.055 -0.342 0.060
H -0.047 -0.269 -0.063
C 0.077 0.352 -0.181
C 0.532 -0.680 0.355
O -0.473 0.508 -0.295
C 0.373 -1.008 1.036
O 0.010 0.351 -0.874
C -0.708 0.948 0.475
F 0.223 -0.225 -0.104
F 0.247 -0.283 -0.083
F 0.982 -0.959 0.989
H -0.043 -0.127 0.079
H -0.076 0.008 -0.001
H -0.013 -0.131 -0.023
H -0.203 0.287 -0.054
H -0.055 0.243 -0.127

=====

# 2
Below is the ion H3O4 with charge +1 in a non-equilibrium geometry, with properties calculated with ωB97M-V/def2-TZVPD.

As for the spin multiplicity: 1. As for the charge: +1.

CARTESIAN COORDINATES (ANGSTROEM)
1 O 1.386 -0.016 0.024
2 O -0.765 -0.949 -0.210
3 O -0.724 1.168 -0.040
4 O -0.177 0.100 0.448
5 H 1.812 0.734 0.473
6 H -0.549 -1.879 0.280
7 H -0.982 0.841 -0.975

Forces on the atoms, in the same order (eV/Å):
O -1.921 -0.711 -0.444
O -0.054 -3.281 0.225
O -1.392 1.365 -2.663
O 3.559 -2.045 2.228
H -0.168 0.582 0.563
H -0.198 2.941 -0.840
H 0.174 1.150 0.930

=====

Values of Kohn-Sham gap, in order: 7.5; 11.0, all in eV.
Values of ΔE to the lowest compared entry with this formula, charge and spin, in order: 0.0; 0.0, all in kcal/mol.